ORCA calculation (ωB97M-V with the def2-TZVPD basis set) on a 10-piece molecular cluster, C45H74BNO28 overall at a distorted geometry.

Bonds (Å) are listed after each position.
CARTESIAN COORDINATES (ANGSTROEM)
1 O 3.62021 8.69269 -1.86880  C39 1.415, C70 1.365
2 O -11.53060 -2.41734 -0.09478  C64 1.220
3 O 7.03421 4.06160 -5.48724  C71 1.220
4 O 2.21446 -0.01245 -1.62160  C48 1.365, C68 1.415
5 O 5.22344 9.48666 -3.23758  C59 1.415, C70 1.365
6 O 6.79312 -2.14374 5.81863  C46 1.415, C60 1.365
7 O 8.75865 5.47027 -6.01041  C31 1.415, C71 1.365
8 O -7.33930 -1.01914 4.28486  C43 1.220
9 O -9.59825 -0.76360 4.02819  C43 1.365, C52 1.415
10 O 7.19957 4.73653 -0.54224  C47 1.365, C72 1.415
11 O 9.19312 4.52317 -1.56914  C32 1.415, C47 1.365
12 O 6.15284 -0.09986 6.62274  C60 1.220
13 O 0.09191 -0.50619 -2.19196  C48 1.365, C61 1.415
14 O -11.32835 -4.58237 -0.80596  C62 1.415, C64 1.365
15 O -8.21517 -0.14441 2.36145  C43 1.365, C44 1.415
16 O 0.96651 -5.39983 3.82640  C40 1.471, C69 1.473
17 O 1.10794 -1.67687 -0.50934  C48 1.220
18 O 1.61961 -6.26636 -4.15830  C34 1.365, C53 1.415
19 O 5.12979 7.24432 -2.79356  C70 1.220
20 O -9.54214 -3.53415 0.08003  C50 1.415, C64 1.365
21 O 6.83614 6.32309 -5.20361  C38 1.415, C71 1.365
22 O 2.41467 5.44392 -5.26055  C58 1.365, C74 1.415
23 O 8.55284 6.56705 -0.76502  C47 1.220
24 O 1.13300 -4.24035 -5.01433  C34 1.365, C73 1.415
25 O 2.83546 3.75052 -3.83591  C33 1.415, C58 1.365
26 O 4.79957 -1.93038 6.84552  C41 1.415, C60 1.365
27 O 2.33260 -5.73365 -6.26535  C34 1.220
28 O 0.81492 3.84837 -4.90448  C58 1.220
29 N -2.71387 -4.21246 -2.78214  C55 1.400, H121 1.064
30 C -0.28007 -0.41027 3.48634  C42 1.663, C51 1.639, H83 1.191, H111 1.191
31 C 8.83584 6.87578 -6.15428  O7 1.415, C38 1.494, H94 1.093, H147 1.095
32 C 8.68509 3.21678 -1.37367  O11 1.415, C72 1.494, H137 1.095, H140 1.093
33 C 4.05546 4.44042 -4.03235  O25 1.415, C74 1.494, H86 1.095, H125 1.093
34 C 1.74647 -5.43933 -5.23700  O18 1.365, O24 1.365, O27 1.220
35 C -2.95618 0.96778 0.87267  C36 1.641, C49 1.641, H78 1.190, H142 1.173
36 C -2.14741 1.89689 1.95722  C35 1.641, C63 1.654, H80 1.193, H114 1.193
37 C -1.95835 -4.55959 -0.33935  C55 1.640, H81 1.194, H108 1.171, H127 1.182
38 C 7.78247 7.37531 -5.21946  O21 1.415, C31 1.494, H117 1.095, H118 1.093
39 C 3.57883 10.10432 -1.78095  O1 1.415, C59 1.494, H96 1.093, H119 1.095
40 C 0.46218 -6.46976 2.95157  O16 1.471, H97 1.192, H122 1.190, H129 1.175
41 C 4.82971 -3.21911 6.26211  O26 1.415, C46 1.494, H76 1.095, H120 1.093
42 C 1.08606 -0.98109 4.24379  C30 1.663, C45 1.642, H82 1.190, H87 1.188
43 C -8.29960 -0.67272 3.61740  O8 1.220, O9 1.365, O15 1.365
44 C -9.53294 -0.08888 1.84907  O15 1.415, C52 1.494, H128 1.095, H139 1.093
45 C 1.79940 -2.04852 3.22004  C42 1.642, C57 1.652, H103 1.174, H112 1.194
46 C 6.28509 -3.45013 6.01410  O6 1.415, C41 1.494, H134 1.093, H135 1.095
47 C 8.33479 5.38025 -0.94292  O10 1.365, O11 1.365, O23 1.220
48 C 1.13533 -0.80834 -1.36525  O4 1.365, O13 1.365, O17 1.220
49 C -2.67777 -0.63856 1.05934  C35 1.641, B75 1.644, H91 1.194, H100 1.171
50 C -9.19660 -4.89955 -0.05557  O20 1.415, C62 1.494, H84 1.095, H124 1.093
51 C -0.96058 0.87929 4.23570  C30 1.639, C63 1.644, H132 1.174, H136 1.188
52 C -10.37946 -0.06081 3.08017  O9 1.415, C44 1.494, H148 1.093, H149 1.095
53 C 1.08309 -5.48899 -3.10476  O18 1.415, C73 1.494, H99 1.093, H146 1.095
54 C -5.41375 -2.36875 1.99352  C56 1.641, C66 1.639, C67 1.673, H113 1.187
55 C -2.52470 -3.59576 -1.53958  N29 1.400, C37 1.640, C65 1.646
56 C -4.32916 -3.17582 2.92416  C54 1.641, H92 1.194, H104 1.194, H126 1.174
57 C 0.77603 -3.19561 2.61552  C45 1.652, C69 1.647, H98 1.172, H116 1.184
58 C 1.92396 4.30677 -4.68633  O22 1.365, O25 1.365, O28 1.220
59 C 4.31514 10.54650 -3.00378  O5 1.415, C39 1.494, H88 1.093, H101 1.095
60 C 5.93479 -1.28666 6.44485  O6 1.365, O12 1.220, O26 1.365
61 C 0.43712 0.68686 -2.87048  O13 1.415, C68 1.494, H90 1.093, H145 1.095
62 C -10.20558 -5.41425 -1.03027  O14 1.415, C50 1.494, H79 1.093, H143 1.095
63 C -2.34201 1.42651 3.53113  C36 1.654, C51 1.644, H105 1.177, H107 1.187
64 C -10.85970 -3.42256 -0.25944  O2 1.220, O14 1.365, O20 1.365
65 C -2.89108 -1.99596 -1.41148  C55 1.646, B75 1.675, H93 1.175, H102 1.190
66 C -5.03057 -2.27560 0.40275  C54 1.639, B75 1.644, H85 1.194, H130 1.194
67 C -6.82645 -3.26121 2.07124  C54 1.673, H109 1.186, H123 1.171, H144 1.193
68 C 1.93035 0.69431 -2.81402  O4 1.415, C61 1.494, H89 1.093, H110 1.095
69 C 0.13470 -4.18635 3.76390  O16 1.473, C57 1.647, H106 1.194, H138 1.173
70 C 4.69607 8.37481 -2.64670  O1 1.365, O5 1.365, O19 1.220
71 C 7.50164 5.18581 -5.56023  O3 1.220, O7 1.365, O21 1.365
72 C 7.22971 3.44780 -1.12566  O10 1.415, C32 1.494, H95 1.093, H115 1.095
73 C 0.38775 -4.37560 -3.81881  O24 1.415, C53 1.494, H77 1.095, H133 1.093
74 C 3.61970 5.75723 -4.58834  O22 1.415, C33 1.494, H131 1.093, H141 1.095
75 B -3.56387 -1.61077 0.07334  C49 1.644, C65 1.675, C66 1.644
76 H 4.24534 -3.20195 5.33609  C41 1.095
77 H -0.64763 -4.62451 -4.07397  C73 1.095
78 H -2.56301 1.29114 -0.20257  C35 1.190
79 H -10.45864 -6.46312 -0.85287  C62 1.093
80 H -0.99214 2.04234 1.69867  C36 1.193
81 H -2.64768 -5.53322 -0.30012  C37 1.194
82 H 0.72987 -1.52573 5.24035  C42 1.190
83 H -0.11017 -0.25789 2.31729  C30 1.191
84 H -9.27635 -5.38354 0.92356  C50 1.095
85 H -4.98076 -3.40051 0.00645  C66 1.194
86 H 4.67306 3.87292 -4.73634  C33 1.095
87 H 1.78136 -0.05912 4.52248  C42 1.188
88 H 4.84936 11.48816 -2.85047  C59 1.093
89 H 2.34012 1.70721 -2.77164  C68 1.093
90 H 0.05926 0.67253 -3.89647  C61 1.093
91 H -1.53584 -0.81128 0.75750  C49 1.194
92 H -4.96745 -3.75261 3.75186  C56 1.194
93 H -1.99955 -1.27756 -1.67734  C65 1.175
94 H 9.83288 7.23864 -5.88986  C31 1.093
95 H 6.80004 2.70500 -0.44795  C72 1.093
96 H 2.54561 10.46191 -1.76527  C39 1.093
97 H 0.46736 -7.48499 3.57544  C40 1.192
98 H -0.12011 -2.76375 1.99677  C57 1.172
99 H 0.39817 -6.08346 -2.49389  C53 1.093
100 H -2.76791 -0.98873 2.17276  C49 1.171
101 H 3.65816 10.64742 -3.87400  C59 1.095
102 H -3.76459 -1.79639 -2.19482  C65 1.190
103 H 2.73454 -2.57498 3.69630  C45 1.174
104 H -3.61232 -2.45741 3.55276  C56 1.194
105 H -3.23505 0.65940 3.54691  C63 1.177
106 H 0.16929 -3.64758 4.82831  C69 1.194
107 H -2.69438 2.36693 4.16473  C63 1.187
108 H -1.99111 -4.09116 0.73337  C37 1.171
109 H -7.46435 -2.90655 1.13632  C67 1.186
110 H 2.38330 0.16208 -3.65715  C68 1.095
111 H -1.06878 -1.30000 3.56213  C30 1.191
112 H 2.21031 -1.45433 2.26999  C45 1.194
113 H -5.59454 -1.31579 2.51038  C54 1.187
114 H -2.61412 2.99242 1.88892  C36 1.193
115 H 6.64534 3.46496 -2.05168  C72 1.095
116 H 1.43149 -3.86494 1.89104  C57 1.184
117 H 8.16188 7.52480 -4.20321  C38 1.095
118 H 7.32322 8.30449 -5.56782  C38 1.093
119 H 4.07743 10.41601 -0.85708  C39 1.095
120 H 4.40004 -3.96190 6.93982  C41 1.093
121 H -2.43470 -5.23660 -2.70297  N29 1.064
122 H 1.13698 -6.56503 1.97640  C40 1.190
123 H -7.38382 -3.14491 3.09495  C67 1.171
124 H -8.17193 -5.00586 -0.42218  C50 1.093
125 H 4.59756 4.54573 -3.08860  C33 1.093
126 H -3.71680 -4.00441 2.36119  C56 1.174
127 H -0.83640 -4.87494 -0.53912  C37 1.182
128 H -9.71278 -0.97983 1.23821  C44 1.095
129 H -0.63779 -6.31652 2.56708  C40 1.175
130 H -5.92584 -1.72638 -0.16482  C66 1.194
131 H 4.35237 6.17911 -5.28178  C74 1.093
132 H -0.13933 1.70908 4.35663  C51 1.174
133 H 0.39890 -3.44334 -3.24750  C73 1.093
134 H 6.46375 -4.07150 5.13227  C46 1.093
135 H 6.78980 -3.90047 6.87522  C46 1.095
136 H -1.25873 0.52793 5.33026  C51 1.188
137 H 9.18980 2.76644 -0.51255  C32 1.095
138 H -1.00043 -4.39297 3.55177  C69 1.173
139 H -9.67084 0.80105 1.22887  C44 1.093
140 H 8.86375 2.59541 -2.25550  C32 1.093
141 H 3.40689 6.49211 -3.80479  C74 1.095
142 H -4.11873 1.12290 0.87079  C35 1.173
143 H -9.88088 -5.29713 -2.06947  C62 1.095
144 H -6.52028 -4.38745 1.82616  C67 1.193
145 H -0.00575 1.53614 -2.33974  C61 1.095
146 H 1.90455 -5.13274 -2.47421  C53 1.095
147 H 8.62712 7.13661 -7.19720  C31 1.095
148 H -11.34508 -0.55227 2.93285  C52 1.093
149 H -10.55008 0.95661 3.44734  C52 1.095

Results
Kohn-Sham gap: 9.741 eV
molar mass: 1087.88 g/mol